# 1
This record from the OMol25 dataset describes a cluster of 12 separate species, C59H137N5O19 in total in a non-equilibrium geometry. The level of theory is wB97M-V/def2-TZVPD.

CARTESIAN COORDINATES (ANGSTROEM)
C 0.59 -10.13 0.68
C 0.37 -8.68 0.90
C -0.40 -8.58 2.18
C 1.75 -8.04 0.94
C 1.68 -6.53 0.95
C 0.93 -6.12 -0.35
C -0.52 -6.69 -0.43
C -1.40 -6.00 0.53
C -0.97 -6.50 -1.85
N -0.41 -8.16 -0.25
O -1.77 -8.72 -0.19
H 1.19 -10.59 1.50
H -0.35 -10.64 0.57
H 1.12 -10.31 -0.23
H -0.31 -7.56 2.57
H -1.48 -8.94 2.04
H 0.10 -9.23 2.95
H 2.28 -8.46 1.82
H 2.35 -8.39 0.07
H 1.18 -6.09 1.87
H 2.69 -6.04 0.92
H 1.53 -6.43 -1.18
H 0.78 -5.05 -0.51
H -1.12 -6.19 1.53
H -2.39 -6.48 0.45
H -1.50 -4.96 0.25
H -0.17 -7.00 -2.39
H -0.96 -5.45 -2.07
H -1.88 -7.01 -2.08
H -1.88 -9.26 -1.01
C -4.84 4.20 -0.08
C -5.11 3.64 -1.47
C -4.92 2.11 -1.44
C -6.50 4.09 -1.86
C -6.58 5.62 -2.20
C -5.57 6.07 -3.21
C -4.14 5.57 -2.91
C -3.29 5.54 -4.20
C -3.40 6.40 -1.83
N -4.22 4.16 -2.50
O -2.96 3.62 -2.27
H -5.46 3.65 0.63
H -3.87 3.90 0.34
H -5.11 5.21 0.09
H -5.40 1.73 -0.56
H -5.27 1.59 -2.32
H -3.83 1.96 -1.36
H -6.80 3.50 -2.75
H -7.21 3.92 -1.02
H -7.59 5.89 -2.59
H -6.61 6.28 -1.27
H -5.62 7.19 -3.38
H -5.77 5.66 -4.21
H -3.43 6.50 -4.64
H -3.69 4.75 -4.81
H -2.25 5.33 -3.98
H -4.00 6.58 -1.00
H -3.27 7.46 -2.26
H -2.41 6.01 -1.66
H -2.40 4.04 -1.56
C 1.47 3.63 5.30
C 1.38 4.40 3.97
C 1.68 3.40 2.91
C 0.05 5.01 3.73
C -0.04 6.00 2.53
C 0.92 7.10 2.69
C 2.32 6.55 2.83
C 2.89 6.04 1.49
C 3.25 7.63 3.28
N 2.32 5.57 3.96
O 3.69 4.99 4.13
H 0.74 2.84 5.22
H 2.50 3.18 5.37
H 1.33 4.22 6.19
H 0.91 2.71 2.85
H 1.74 3.99 1.96
H 2.55 2.78 3.01
H -0.72 4.28 3.53
H -0.19 5.49 4.66
H 0.02 5.43 1.59
H -1.03 6.46 2.38
H 0.58 7.73 3.53
H 0.98 7.77 1.84
H 3.67 5.33 1.73
H 3.24 6.86 0.88
H 2.03 5.71 0.82
H 4.28 7.40 3.17
H 3.02 7.97 4.31
H 3.13 8.58 2.74
H 4.17 5.53 4.72
C -1.52 -1.52 -0.33
C -0.48 -0.40 -0.20
C -1.26 0.82 0.29
C 0.58 -0.64 0.82
C 1.42 -1.85 0.34
C 2.13 -1.37 -0.93
C 1.10 -1.12 -2.06
C 1.77 -0.60 -3.27
C 0.51 -2.54 -2.50
N 0.20 -0.13 -1.48
O -0.73 0.43 -2.42
H -2.05 -1.57 0.61
H -2.19 -1.33 -1.14
H -1.06 -2.48 -0.43
H -1.61 0.53 1.29
H -0.56 1.68 0.42
H -2.07 1.12 -0.36
H 1.21 0.19 1.08
H 0.04 -0.96 1.74
H 2.20 -2.09 1.13
H 0.88 -2.78 0.20
H 2.87 -1.99 -1.45
H 2.58 -0.42 -0.63
H 1.13 -0.33 -4.07
H 2.54 -1.36 -3.60
H 2.38 0.29 -3.05
H 0.97 -2.83 -3.39
H -0.54 -2.45 -2.70
H 0.67 -3.30 -1.69
H -1.22 -0.33 -2.81
C 5.63 0.33 -2.00
C 6.06 0.92 -0.65
C 7.56 0.86 -0.55
C 5.59 2.41 -0.47
C 5.67 2.90 0.96
C 4.87 2.02 1.87
C 5.31 0.57 1.83
C 6.72 0.44 2.61
C 4.32 -0.34 2.60
N 5.34 0.11 0.44
O 5.77 -1.22 0.47
H 4.58 0.09 -1.98
H 5.79 1.07 -2.76
H 6.42 -0.55 -2.19
H 8.01 1.42 -1.43
H 7.97 1.33 0.36
H 8.04 -0.12 -0.69
H 6.11 3.15 -1.05
H 4.54 2.47 -0.83
H 6.70 2.98 1.31
H 5.17 3.88 1.14
H 3.87 2.04 1.44
H 4.88 2.36 2.88
H 7.21 -0.54 2.64
H 6.47 0.81 3.66
H 7.44 1.21 2.25
H 3.97 0.22 3.50
H 4.86 -1.25 2.76
H 3.45 -0.70 2.01
H 6.72 -1.31 0.36
O -3.57 -5.89 -6.84
C -2.39 -5.59 -6.13
C -1.76 -4.28 -6.63
O -2.81 -3.35 -6.62
H -4.07 -5.12 -6.93
H -2.63 -5.56 -5.06
H -1.75 -6.46 -6.17
H -1.29 -4.43 -7.58
H -0.90 -3.93 -6.03
H -2.50 -2.46 -6.86
O -2.18 -2.20 2.88
C -1.49 -3.40 2.96
C -0.88 -3.68 4.31
O -0.02 -4.84 4.13
H -2.81 -2.19 3.62
H -2.11 -4.21 2.64
H -0.68 -3.23 2.36
H -1.58 -3.96 5.07
H -0.41 -2.75 4.66
H 0.87 -4.60 4.38
O -4.38 0.77 3.26
C -3.80 1.42 4.37
C -2.31 1.58 4.32
O -1.43 0.48 4.52
H -4.26 1.37 2.47
H -4.22 2.45 4.62
H -4.14 0.72 5.19
H -2.05 2.29 5.09
H -2.05 1.96 3.34
H -1.64 -0.28 3.91
O 1.62 2.28 -1.26
C 1.38 3.05 -2.40
C -0.06 3.60 -2.47
O -0.40 4.43 -1.38
H 1.15 1.40 -1.36
H 2.03 3.93 -2.28
H 1.56 2.51 -3.31
H -0.75 2.74 -2.53
H -0.17 4.08 -3.44
H 0.14 4.13 -0.59
O 1.18 -1.21 5.39
C 2.48 -1.67 5.06
C 2.99 -2.73 6.00
O 2.34 -4.01 5.79
H 0.80 -0.79 4.64
H 2.50 -2.05 4.00
H 3.17 -0.84 5.14
H 2.97 -2.52 7.13
H 4.07 -2.82 5.63
H 1.87 -4.22 6.57
O -4.11 -4.59 -2.90
C -3.25 -3.51 -3.08
C -3.84 -2.12 -3.19
O -2.80 -1.18 -3.28
H -4.58 -4.45 -2.05
H -2.52 -3.45 -2.33
H -2.68 -3.76 -4.03
H -4.41 -2.04 -2.24
H -4.56 -2.03 -4.01
H -3.12 -0.25 -3.23
O -2.06 -0.50 -5.97
C -2.81 0.68 -6.07
C -2.53 1.76 -5.02
O -3.18 1.39 -3.81
H -2.27 -0.90 -5.08
H -2.70 1.22 -7.04
H -3.88 0.39 -5.96
H -2.98 2.60 -5.42
H -1.42 1.88 -4.82
H -3.19 2.13 -3.20

Results
Spin multiplicity   1
Energy   -4033.12092 Ha
Energy relative to the best compared isomer or geometry (same formula, charge and spin)   21.9 kcal per mole
Molar mass   1220.76 g/mol
HOMO-LUMO gap   8.75 eV

---

# 2
This record from the OMol25 dataset describes a cluster of 17 separate species, C59H166N14O17 in total in a non-equilibrium geometry. The level of theory is wB97M-V/def2-TZVPD.

CARTESIAN COORDINATES (ANGSTROEM)
C -0.32 -0.67 0.30
O 0.48 0.40 -0.21
H -1.31 -0.34 0.63
H -0.53 -1.46 -0.41
H 0.08 -1.12 1.21
H 0.18 1.11 0.38
C 0.00 -5.12 -1.22
O -0.44 -3.85 -0.84
H 0.61 -5.16 -2.12
H 0.46 -5.68 -0.41
H -0.91 -5.65 -1.51
H 0.23 -3.18 -0.99
C 3.02 -2.78 -0.30
O 1.99 -2.59 -1.24
H 2.90 -3.79 0.09
H 4.00 -2.73 -0.78
H 3.11 -1.94 0.38
H 2.02 -1.69 -1.56
C 6.59 7.08 3.92
C 6.83 6.26 2.61
C 5.50 5.93 1.78
O 5.62 4.62 1.15
C 4.53 4.31 0.31
N 7.64 7.13 1.87
H 5.75 6.68 4.48
H 6.15 8.05 3.68
H 7.55 7.17 4.42
H 7.29 5.30 2.81
H 5.25 6.79 1.15
H 4.59 5.90 2.37
H 4.05 3.42 0.72
H 4.84 3.98 -0.68
H 3.86 5.16 0.18
H 7.57 7.20 0.86
H 8.60 6.95 2.12
C 3.99 0.11 4.91
C 4.46 1.06 3.86
C 4.18 2.52 4.21
O 2.78 2.77 4.25
C 2.46 3.35 5.46
N 5.93 0.81 3.78
H 2.91 0.12 5.06
H 4.51 0.15 5.87
H 4.21 -0.92 4.61
H 3.97 0.88 2.90
H 4.61 3.30 3.58
H 4.64 2.72 5.18
H 2.33 2.77 6.38
H 1.41 3.55 5.23
H 2.88 4.34 5.62
H 6.21 1.51 3.11
H 6.30 1.20 4.64
C 4.19 -5.93 -5.69
C 3.24 -5.03 -6.34
C 1.92 -4.89 -5.59
O 0.97 -4.04 -6.20
C -0.11 -3.67 -5.38
N 3.79 -3.72 -6.65
H 4.33 -5.75 -4.62
H 5.20 -5.90 -6.09
H 3.89 -6.98 -5.77
H 2.89 -5.53 -7.24
H 2.12 -4.65 -4.55
H 1.58 -5.92 -5.51
H -0.82 -3.09 -5.96
H 0.41 -3.05 -4.64
H -0.68 -4.49 -4.95
H 2.98 -3.13 -6.80
H 4.15 -3.14 -5.91
C -5.32 1.86 4.96
C -4.16 1.19 5.81
C -4.60 -0.20 6.23
O -5.64 -0.02 7.18
C -5.20 0.29 8.52
N -3.12 1.07 4.77
H -6.00 2.29 5.70
H -5.80 1.17 4.26
H -4.95 2.62 4.28
H -3.59 1.73 6.56
H -3.76 -0.77 6.64
H -4.92 -0.81 5.39
H -4.54 -0.54 8.76
H -6.03 0.34 9.22
H -4.59 1.20 8.55
H -2.28 0.65 5.13
H -3.53 0.32 4.24
C 6.06 -1.20 -5.43
C 5.45 -1.49 -4.12
C 5.66 -0.26 -3.15
O 5.28 -0.61 -1.89
C 5.28 0.32 -0.81
N 3.99 -1.67 -4.35
H 7.10 -0.89 -5.50
H 5.41 -0.46 -5.90
H 6.05 -2.00 -6.17
H 5.93 -2.41 -3.79
H 5.28 0.68 -3.56
H 6.73 -0.11 -3.04
H 4.84 0.02 0.14
H 4.90 1.27 -1.17
H 6.31 0.52 -0.52
H 3.59 -2.04 -3.50
H 3.52 -0.78 -4.40
C -4.82 4.83 -3.12
C -3.66 3.90 -2.68
C -3.75 2.64 -3.55
O -2.99 1.59 -2.91
C -3.73 0.67 -2.10
N -2.40 4.58 -2.92
H -4.63 5.32 -4.08
H -4.96 5.60 -2.37
H -5.76 4.32 -3.30
H -3.58 3.65 -1.62
H -3.27 2.72 -4.53
H -4.77 2.28 -3.66
H -4.56 1.11 -1.55
H -2.98 0.27 -1.41
H -4.25 -0.17 -2.56
H -2.37 5.39 -2.33
H -1.71 3.92 -2.59
C -2.91 -3.26 -3.30
C -4.39 -3.73 -3.66
C -5.34 -4.04 -2.53
O -4.78 -4.99 -1.58
C -4.74 -6.33 -1.94
N -4.95 -2.73 -4.54
H -2.88 -2.42 -2.60
H -2.47 -3.07 -4.28
H -2.25 -4.06 -2.95
H -4.23 -4.61 -4.29
H -6.23 -4.45 -3.01
H -5.58 -3.13 -1.99
H -4.29 -6.40 -2.93
H -5.69 -6.84 -2.04
H -4.27 -6.88 -1.12
H -4.26 -2.44 -5.21
H -5.15 -1.85 -4.10
C -0.84 4.08 0.19
C 0.48 3.80 0.91
C 0.96 5.04 1.64
O 1.30 5.95 0.62
C 1.67 7.21 1.14
N 0.23 2.60 1.74
H -0.90 5.06 -0.29
H -1.73 3.89 0.79
H -0.87 3.52 -0.74
H 1.25 3.58 0.17
H 1.88 4.95 2.22
H 0.13 5.38 2.27
H 1.60 8.00 0.39
H 2.71 7.10 1.45
H 0.98 7.51 1.93
H 1.04 2.67 2.34
H -0.48 2.80 2.43
C 1.05 0.94 -3.95
C 2.34 1.29 -3.08
C 2.14 2.64 -2.32
O 2.64 3.78 -3.02
C 1.60 4.78 -3.22
N 2.46 0.12 -2.15
H 1.15 0.03 -4.55
H 0.95 1.77 -4.65
H 0.12 0.84 -3.39
H 3.08 1.42 -3.87
H 2.68 2.67 -1.38
H 1.10 2.79 -2.03
H 0.75 4.52 -3.84
H 2.14 5.61 -3.68
H 1.29 5.10 -2.22
H 3.44 -0.02 -1.96
H 1.93 0.45 -1.36
C -5.22 -3.79 1.80
C -3.84 -3.19 1.35
C -3.20 -2.24 2.38
O -3.89 -1.04 2.72
C -4.25 -0.14 1.76
N -2.95 -4.26 0.82
H -5.94 -2.99 1.99
H -4.95 -4.41 2.66
H -5.55 -4.42 0.97
H -4.17 -2.68 0.45
H -2.19 -1.97 2.08
H -3.07 -2.82 3.30
H -4.86 0.56 2.32
H -4.90 -0.70 1.08
H -3.50 0.48 1.27
H -2.25 -3.86 0.21
H -3.55 -4.81 0.22
C -4.57 3.82 1.66
C -4.29 5.23 1.15
C -5.61 6.04 0.92
O -6.21 5.72 -0.35
C -6.96 6.77 -0.91
N -3.50 5.83 2.14
H -4.94 3.08 0.96
H -5.27 3.83 2.50
H -3.68 3.33 2.04
H -3.76 5.14 0.20
H -5.30 7.09 0.99
H -6.31 5.69 1.67
H -6.25 7.59 -0.96
H -7.86 6.98 -0.33
H -7.22 6.54 -1.94
H -2.65 5.29 2.26
H -3.14 6.68 1.74
C 0.46 -3.08 5.40
C -0.19 -2.32 4.32
C 0.04 -0.76 4.31
O -0.60 -0.17 5.41
C -0.13 1.00 5.90
N 0.30 -2.84 3.07
H 0.35 -4.15 5.26
H 0.11 -2.76 6.38
H 1.53 -2.88 5.39
H -1.25 -2.50 4.50
H -0.35 -0.33 3.38
H 1.11 -0.59 4.27
H 0.94 0.95 6.06
H -0.68 1.39 6.75
H -0.45 1.70 5.12
H 1.30 -2.90 3.17
H -0.04 -3.74 2.78
C 2.95 -5.53 3.41
C 3.07 -6.20 4.73
C 4.35 -7.00 4.89
O 4.36 -7.45 6.25
C 3.71 -8.67 6.43
N 3.21 -5.08 5.67
H 2.03 -4.94 3.41
H 2.94 -6.19 2.55
H 3.75 -4.82 3.16
H 2.15 -6.70 5.02
H 5.20 -6.32 4.80
H 4.54 -7.78 4.16
H 2.64 -8.45 6.54
H 4.09 -8.95 7.41
H 3.83 -9.41 5.64
H 3.31 -5.59 6.54
H 4.06 -4.58 5.44
C -2.61 -2.04 -9.96
C -3.12 -2.19 -8.56
C -2.45 -1.17 -7.61
O -2.87 -1.30 -6.32
C -2.12 -0.68 -5.27
N -4.57 -1.99 -8.47
H -1.55 -2.24 -10.16
H -2.63 -0.98 -10.21
H -3.05 -2.62 -10.77
H -2.79 -3.14 -8.13
H -2.69 -0.17 -7.97
H -1.38 -1.33 -7.67
H -1.24 -1.31 -5.12
H -2.69 -0.69 -4.34
H -1.84 0.35 -5.49
H -4.92 -2.67 -9.13
H -4.96 -2.13 -7.55

Results
Spin multiplicity   1
Energy   -4392.62048 Ha
Energy relative to the best compared isomer or geometry (same formula, charge and spin)   86.7 kcal per mole
Molar mass   1344.06 g/mol
HOMO-LUMO gap   8.67 eV